{"formula": "C20H23N3O2S", "method": "ωB97M-V/def2-TZVPD", "symbols": ["C", "C", "C", "S", "O", "O", "N", "C", "C", "N", "C", "C", "C", "C", "C", "C", "N", "C", "C", "C", "C", "C", "C", "C", "C", "C", "H", "H", "H", "H", "H", "H", "H", "H", "H", "H", "H", "H", "H", "H", "H", "H", "H", "H", "H", "H", "H", "H", "H"], "positions_angstrom": [[-1.920393, 5.272643, -1.993008], [-1.213646, 3.950932, -2.288257], [-2.169113, 2.712181, -2.446471], [-2.680956, 1.991138, -0.864373], [-3.447987, 0.816191, -1.173984], [-3.409896, 2.950763, 0.000555], [-1.192853, 1.496842, -0.138934], [-0.331948, 0.524662, -0.877557], [0.199769, -0.494700, 0.128767], [1.684013, -0.724366, 0.069316], [2.250609, -1.697606, -0.706594], [3.577091, -2.040128, -0.543212], [4.123186, -3.043139, -1.340668], [3.349184, -3.634725, -2.380268], [2.045407, -3.202565, -2.606451], [1.320832, -3.670169, -3.756659], [0.633285, -4.117434, -4.619727], [1.494954, -2.279063, -1.754504], [-0.053357, 0.231605, 1.426264], [-0.082696, -0.685276, 2.657863], [0.688338, -0.369559, 3.779407], [0.549238, -1.090975, 4.995582], [-0.334585, -2.146833, 5.026673], [-1.081081, -2.487203, 3.915634], [-0.960706, -1.756827, 2.726971], [-1.347881, 1.009540, 1.212632], [-1.184485, 6.024271, -1.711650], [-2.660585, 5.213980, -1.154361], [-2.432036, 5.658155, -2.850890], [-0.474436, 3.747458, -1.489073], [-0.682981, 4.084217, -3.230104], [-3.056933, 3.061424, -2.974699], [-1.701421, 1.961345, -3.082482], [0.463197, 1.065295, -1.408335], [-0.922714, -0.015111, -1.599952], [-0.424997, -1.386154, 0.016579], [2.213987, -0.368114, 0.857102], [4.191204, -1.603139, 0.259190], [5.115002, -3.470543, -1.204545], [3.827870, -4.346876, -3.069524], [0.477406, -1.982054, -2.016214], [0.763494, 0.952629, 1.538304], [1.357500, 0.473196, 3.744849], [1.059912, -0.832257, 5.926472], [-0.464632, -2.699920, 5.965659], [-1.846083, -3.234425, 4.012600], [-1.598098, -2.014035, 1.892985], [-2.222191, 0.388367, 1.232136], [-1.486790, 1.806367, 1.896955]], "forces_ev_per_angstrom": [[-0.36, -0.15, 1.31], [-0.31, -0.45, 0.52], [1.00, 1.50, 0.39], [-1.08, 0.42, 1.05], [0.15, -0.48, -0.35], [2.39, -1.27, -1.43], [-0.24, 1.19, -1.27], [-0.30, 0.61, -1.11], [1.47, 0.95, 0.14], [-1.85, 0.24, 0.13], [-1.14, 0.18, -0.89], [1.31, -1.00, 0.25], [-1.11, -0.85, -1.11], [1.38, 0.21, 0.18], [1.23, -0.31, -0.07], [-3.01, -2.01, -2.87], [2.77, 1.83, 3.13], [-0.57, 0.73, 0.21], [-0.34, -0.73, 1.54], [0.27, 0.75, -0.01], [-0.32, -0.57, 1.03], [0.16, 0.55, -0.98], [-0.09, -0.43, 0.81], [-0.15, 0.61, -0.64], [-0.15, -0.47, 0.75], [0.21, -0.50, -0.30], [0.07, 0.03, 0.03], [0.66, -0.15, -0.66], [-0.41, 0.10, -0.62], [-0.28, -0.02, -0.48], [0.19, -0.25, 0.00], [-0.35, -0.32, 0.37], [-0.05, -0.34, 0.42], [-0.08, -0.18, 0.21], [-0.32, -0.06, -0.57], [0.60, -0.28, 0.31], [-0.24, -0.32, -0.23], [-0.45, -0.10, -0.41], [-0.09, 0.52, 0.16], [-0.36, 0.30, 0.51], [0.28, 0.22, 0.53], [-0.13, 0.09, 0.09], [0.15, 0.24, -0.04], [0.11, 0.13, -0.57], [-0.01, 0.20, -0.45], [-0.06, -0.41, -0.16], [-0.04, 0.03, -0.12], [-0.50, -0.79, 0.51], [-0.03, 0.78, 0.73]], "nbo_charge": [-0.62, -0.41, -0.66, 2.26, -0.96, -0.92, -0.66, -0.25, -0.05, -0.62, 0.27, -0.27, -0.18, -0.22, -0.15, 0.28, -0.30, -0.27, -0.25, 0.07, -0.24, -0.20, -0.22, -0.19, -0.25, -0.22, 0.21, 0.23, 0.20, 0.22, 0.21, 0.26, 0.25, 0.21, 0.21, 0.21, 0.39, 0.22, 0.22, 0.23, 0.22, 0.21, 0.21, 0.22, 0.22, 0.22, 0.21, 0.20, 0.23], "energy_ev": -40512.525, "fmax_ev_per_a": 4.62, "total_charge": 0, "smiles": "CCCS(=O)(=O)N1C[C@@H](Nc2cccc(C#N)c2)[C@H](c2ccccc2)C1"}


{"formula": "C4H8N2O", "method": "ωB97M-V/def2-TZVPD", "symbols": ["C", "N", "N", "C", "C", "C", "O", "H", "H", "H", "H", "H", "H", "H", "H"], "positions_angstrom": [[2.288561, -1.057664, 0.035158], [1.141177, -0.386066, -0.062503], [1.425264, 1.016338, -0.324369], [0.270388, 1.544222, -0.151945], [-0.953740, 0.840454, 0.465520], [-1.727058, -0.268248, -0.366081], [-1.171537, -1.551482, -0.066404], [3.483183, -0.721646, 0.119340], [1.961351, -2.250526, 0.314127], [0.307068, 2.746411, -0.300571], [-1.704641, 1.672490, 0.741226], [-0.831673, 0.246376, 1.397907], [-2.918672, -0.341339, -0.312197], [-1.328184, -0.016092, -1.483931], [-0.241488, -1.473221, -0.005283]], "forces_ev_per_angstrom": [[-2.10, -2.01, 1.65], [6.88, -0.79, -0.43], [-2.34, -1.23, 0.22], [0.48, 3.02, 0.69], [-2.96, 0.97, 0.64], [1.49, 0.27, -3.04], [-3.50, -0.32, 0.18], [-3.63, -0.52, -0.59], [1.65, 3.27, -0.93], [-0.58, -2.97, 0.32], [1.11, -1.14, -0.48], [0.89, 0.96, -0.27], [2.92, 0.43, 0.12], [-1.78, -0.56, 1.98], [1.46, 0.61, -0.07]], "nbo_charge": [-0.06, -0.38, -0.29, 0.13, -0.54, -0.06, -0.75, 0.23, 0.19, 0.20, 0.22, 0.25, 0.21, 0.15, 0.48], "energy_ev": -9300.812, "fmax_ev_per_a": 6.93, "total_charge": 0, "smiles": "C=N/N=C\\CCO"}


{"formula": "C27H20Cl3MoO2P2S2", "method": "ωB97M-V/def2-TZVPD", "symbols": ["Mo", "S", "P", "C", "P", "S", "C", "C", "C", "C", "C", "C", "C", "C", "C", "C", "C", "C", "C", "C", "C", "C", "C", "C", "C", "C", "C", "C", "C", "C", "H", "H", "H", "H", "H", "H", "H", "H", "H", "H", "H", "H", "H", "H", "H", "H", "H", "H", "H", "H", "Cl", "C", "Cl", "Cl", "C", "O", "O"], "positions_angstrom": [[0.745563, 1.266813, 2.548440], [-0.611959, 2.731745, 1.010774], [-1.049336, 0.843357, 0.363348], [0.286610, -0.010141, 1.081827], [1.829290, -0.330783, 0.340042], [2.987654, 0.508623, 1.775322], [2.166591, -2.058752, 0.072191], [3.362332, -2.610890, 0.517386], [3.626084, -3.952981, 0.276777], [2.698392, -4.735016, -0.394137], [1.495324, -4.187521, -0.828248], [1.226784, -2.848067, -0.594370], [2.003246, 0.544004, -1.229268], [1.968453, -0.134993, -2.448545], [2.050097, 0.574580, -3.641693], [2.174095, 1.955317, -3.621642], [2.219923, 2.634215, -2.410753], [2.135926, 1.933866, -1.218095], [-1.281747, 0.765583, -1.402512], [-1.082381, 1.871762, -2.216986], [-1.272877, 1.746845, -3.588598], [-1.650447, 0.528041, -4.133461], [-1.850169, -0.578915, -3.315760], [-1.669577, -0.461107, -1.948675], [-2.562091, 0.270748, 1.145747], [-2.569700, -0.859183, 1.959454], [-3.751007, -1.247970, 2.584283], [-4.911040, -0.511572, 2.393683], [-4.904339, 0.614087, 1.574152], [-3.733728, 1.005969, 0.949421], [4.077339, -2.002789, 1.057004], [4.554474, -4.389326, 0.624607], [2.907849, -5.782668, -0.574399], [0.768894, -4.806424, -1.340867], [0.283974, -2.419521, -0.919014], [1.887611, -1.213525, -2.476307], [2.027621, 0.043145, -4.585801], [2.247385, 2.505235, -4.553528], [2.332711, 3.711423, -2.395131], [2.188399, 2.463567, -0.282563], [-0.765295, 2.814439, -1.789626], [-1.120770, 2.604310, -4.231348], [-1.796344, 0.438275, -5.203130], [-2.156936, -1.525438, -3.744220], [-1.854175, -1.314113, -1.302185], [-1.660525, -1.426518, 2.110524], [-3.761486, -2.125466, 3.218549], [-5.828580, -0.814640, 2.883654], [-5.814083, 1.184472, 1.425068], [-3.727495, 1.885281, 0.313768], [-1.058232, 2.108641, 4.296957], [0.470589, 2.648777, 5.138232], [1.447085, 3.476340, 3.829724], [0.152909, 3.676575, 6.455390], [1.215853, 1.314188, 5.474096], [1.516927, 1.065108, 6.595677], [1.388361, 0.612997, 4.374737]], "forces_ev_per_angstrom": [[0.56, -0.93, -0.73], [0.08, -0.11, 0.01], [-0.29, 0.22, 0.44], [-0.03, 0.40, 0.28], [0.09, 0.24, 0.08], [-0.26, 0.28, 0.04], [0.00, -0.18, 0.01], [0.02, -0.08, -0.06], [0.04, 0.02, 0.04], [-0.03, -0.04, -0.03], [0.01, 0.07, 0.02], [-0.02, -0.07, 0.06], [0.01, -0.02, -0.16], [-0.03, 0.06, -0.03], [0.01, -0.08, 0.10], [0.04, 0.03, -0.04], [0.05, -0.02, 0.04], [0.06, -0.08, -0.18], [0.02, -0.15, -0.17], [0.01, -0.04, -0.15], [-0.03, -0.02, 0.06], [0.00, 0.05, -0.02], [0.01, -0.02, 0.04], [-0.07, -0.02, 0.00], [-0.09, -0.02, -0.04], [-0.09, 0.02, 0.03], [0.03, 0.04, -0.05], [0.01, -0.01, 0.00], [-0.03, 0.01, 0.00], [0.01, -0.02, -0.03], [0.01, -0.01, -0.01], [-0.05, 0.03, -0.02], [-0.01, 0.06, 0.01], [0.04, 0.04, 0.03], [0.03, -0.01, 0.00], [0.01, 0.01, 0.00], [0.00, 0.02, 0.07], [0.00, -0.04, 0.07], [0.00, -0.04, 0.01], [0.02, 0.09, 0.17], [-0.04, -0.01, 0.00], [0.00, -0.01, 0.01], [0.00, 0.01, 0.04], [0.02, 0.05, 0.03], [-0.01, 0.03, -0.02], [0.03, 0.00, 0.01], [0.01, 0.03, -0.03], [0.05, 0.02, -0.02], [0.08, -0.04, 0.02], [0.00, -0.02, 0.02], [-0.03, 0.11, 0.14], [-0.08, -0.01, -0.21], [-0.06, 0.16, 0.29], [-0.04, 0.13, 0.10], [0.02, -0.28, -0.74], [0.11, -0.13, 0.05], [-0.19, 0.28, 0.43]], "nbo_charge": [0.78, -0.37, 1.45, -1.11, 1.46, -0.30, -0.46, -0.10, -0.22, -0.17, -0.19, -0.19, -0.35, -0.19, -0.20, -0.17, -0.20, -0.20, -0.47, -0.16, -0.20, -0.17, -0.22, -0.13, -0.35, -0.22, -0.19, -0.17, -0.20, -0.19, 0.23, 0.23, 0.23, 0.23, 0.22, 0.23, 0.23, 0.23, 0.23, 0.23, 0.24, 0.23, 0.23, 0.23, 0.21, 0.24, 0.23, 0.23, 0.23, 0.23, 0.16, -0.20, 0.14, 0.18, 0.73, -0.50, -0.70], "energy_ev": -112085.446, "fmax_ev_per_a": 1.30, "total_charge": 1, "spin_multiplicity": 3}


{"formula": "C18H28CuO10", "method": "ωB97M-V/def2-TZVPD", "symbols": ["Cu", "O", "C", "C", "O", "H", "H", "H", "H", "O", "C", "O", "C", "C", "C", "H", "H", "H", "H", "H", "H", "O", "C", "O", "C", "C", "C", "H", "H", "H", "H", "H", "H", "O", "C", "O", "C", "C", "C", "H", "H", "H", "H", "H", "H", "O", "C", "O", "C", "C", "C", "H", "H", "H", "H", "H", "H"], "positions_angstrom": [[24.227210, -5.458420, 3.114200], [24.525810, -3.790230, 5.616220], [25.580000, -2.842470, 5.626520], [26.798810, -2.960890, 4.613710], [26.536960, -3.499000, 3.324420], [26.033860, -2.833560, 6.617490], [25.126400, -1.852280, 5.583190], [27.573600, -3.618270, 5.008230], [27.267710, -1.978250, 4.562340], [23.720620, -6.832910, -0.384970], [23.214640, -6.697820, -1.540430], [23.937390, -6.370850, -2.584860], [23.241710, -6.412910, -3.771210], [21.863140, -7.055630, -3.522500], [21.823980, -6.965090, -2.019570], [23.806620, -7.043070, -4.458140], [23.110830, -5.425230, -4.213330], [21.834970, -8.066590, -3.929020], [21.120270, -6.451960, -4.043880], [21.413280, -7.867440, -1.566590], [21.188540, -6.129090, -1.727270], [21.309720, -7.936970, 3.640970], [20.738060, -9.031530, 3.690930], [20.788710, -9.894900, 2.661780], [19.846930, -10.998770, 2.826790], [19.563310, -10.941160, 4.306270], [19.736340, -9.502750, 4.750350], [20.303510, -11.942630, 2.528880], [18.940880, -10.716680, 2.290510], [20.325520, -11.476540, 4.872400], [18.644330, -11.417290, 4.648140], [20.192520, -9.313210, 5.721990], [18.760370, -9.022520, 4.679850], [26.216060, -8.396950, 4.243470], [27.166720, -9.169610, 4.470670], [27.573990, -9.530560, 5.766090], [28.564250, -10.536700, 5.770160], [29.239250, -10.420370, 4.445680], [28.149410, -9.832670, 3.510550], [28.053630, -11.498900, 5.809320], [29.300100, -10.464080, 6.571010], [29.732290, -11.329770, 4.102160], [30.011710, -9.654220, 4.512040], [27.669830, -10.597330, 2.899490], [28.640910, -9.189420, 2.780650], [22.134070, -2.573600, 1.560590], [22.021630, -1.524450, 0.950510], [21.342200, -1.467360, -0.153640], [21.397390, -0.197500, -0.769790], [21.801770, 0.738930, 0.373450], [22.638050, -0.152050, 1.238990], [20.489820, 0.187410, -1.234820], [22.175850, -0.308950, -1.524570], [20.891570, 1.093010, 0.857460], [22.337360, 1.592170, -0.042760], [22.763990, 0.182100, 2.268830], [23.667830, -0.174590, 0.882430]], "forces_ev_per_angstrom": [[0.43, 1.01, 1.18], [1.80, 0.35, -1.34], [-1.86, -1.92, 0.24], [-1.35, -0.44, -1.44], [0.01, 0.76, 1.75], [0.56, -0.17, 0.39], [0.18, 0.59, -0.80], [-0.06, -0.53, 0.34], [0.18, 0.28, -0.37], [-2.10, 0.76, -4.20], [1.57, -1.27, 4.50], [1.85, 0.71, 0.76], [-0.82, -0.60, -2.40], [0.82, 0.50, -0.46], [-1.65, -0.44, 0.77], [0.18, 0.28, -0.13], [0.33, 0.16, 0.20], [-0.06, -0.01, 0.26], [-0.20, -0.22, 0.26], [0.10, 0.18, 0.27], [0.01, 0.01, 0.32], [-0.93, -2.82, 0.32], [-0.05, 3.52, -0.51], [0.21, -0.67, -0.32], [0.10, 1.27, 0.88], [0.37, -1.23, 2.13], [0.32, -0.11, -0.95], [-0.11, 0.31, -0.31], [0.14, -0.37, -0.45], [0.27, -0.44, -0.34], [-0.25, 0.20, -0.40], [-0.32, -0.29, 0.03], [0.34, 0.70, -0.11], [3.24, -2.83, 0.95], [-1.40, 1.98, 0.21], [-1.35, 1.28, -0.62], [-0.08, -1.01, -0.60], [0.41, 0.83, -1.14], [0.66, -0.76, -0.04], [-0.02, -0.17, 0.41], [-0.55, 0.38, 0.31], [-0.27, -0.04, -0.04], [0.18, -0.02, 0.08], [-0.35, -0.08, 0.23], [-0.52, 0.49, 0.21], [0.03, 1.42, -0.58], [1.45, -1.47, 2.98], [-2.14, -0.58, -1.84], [0.95, 1.04, 0.12], [-0.06, 0.62, -1.01], [0.43, -0.07, 0.23], [-0.28, -0.88, 0.06], [0.03, 0.44, -0.21], [0.10, 0.00, 0.21], [-0.04, 0.12, 0.22], [-0.55, -0.56, 0.11], [0.11, -0.20, -0.31]], "nbo_charge": [0.88, -0.89, -0.09, -0.15, -0.38, 0.13, 0.13, 0.21, 0.15, -0.60, 0.79, -0.46, -0.07, -0.43, -0.54, 0.19, 0.18, 0.21, 0.22, 0.25, 0.25, -0.58, 0.79, -0.49, -0.07, -0.44, -0.52, 0.21, 0.18, 0.21, 0.22, 0.25, 0.24, -0.56, 0.80, -0.49, -0.07, -0.42, -0.54, 0.17, 0.20, 0.22, 0.20, 0.24, 0.25, -0.58, 0.79, -0.47, -0.07, -0.43, -0.53, 0.20, 0.18, 0.21, 0.22, 0.25, 0.24], "energy_ev": -84227.466, "fmax_ev_per_a": 4.93, "total_charge": 0, "spin_multiplicity": 2}